# 1
Formula: C10H10NO3Si
Source: the Open Molecules 2025 dataset
Level of theory: wB97M-V/def2-TZVPD

Computed properties:
spin multiplicity: 1
orbital gap: 7.45 eV
net charge: -1

Bonds (Å) are listed after each position.
Cartesian coordinates (Å):
1 C 2.319 -2.309 0.061  N11 1.297, O13 1.213, H24 1.075
2 C -0.527 2.212 0.295  C3 1.314, C4 1.412, H16 1.047
3 C 0.762 2.352 0.083  C2 1.314, C5 1.479, H17 1.044
4 C -1.234 1.003 0.114  C2 1.412, C7 1.365, C8 1.548
5 C 1.789 1.359 -0.300  C3 1.479, C6 1.342, C9 1.522
6 C 1.766 0.039 -0.058  C5 1.342, N11 1.262
7 C -0.724 -0.233 -0.161  C4 1.365, Si15 1.858
8 C -2.781 1.051 0.150  C4 1.548, O12 1.219, O14 1.326
9 C 3.145 2.017 -0.504  C5 1.522, H18 1.042, H19 1.109, H20 1.056
10 C -2.564 -2.848 0.646  Si15 1.871, H21 1.152, H22 1.117, H23 1.135
11 N 2.425 -1.034 -0.147  C1 1.297, C6 1.262
12 O -3.479 1.983 0.510  C8 1.219
13 O 3.239 -3.080 0.235  C1 1.213
14 O -3.286 -0.122 -0.205  C8 1.326, Si15 1.679
15 Si -2.176 -1.362 -0.422  C7 1.858, C10 1.871, O14 1.679, H25 1.519
16 H -1.057 3.066 0.588  C2 1.047
17 H 1.275 3.258 0.170  C3 1.044
18 H 3.130 2.892 0.061  C9 1.042
19 H 3.952 1.342 -0.155  C9 1.109
20 H 3.299 2.287 -1.513  C9 1.056
21 H -3.642 -3.214 0.463  C10 1.152
22 H -1.883 -3.662 0.298  C10 1.117
23 H -2.390 -2.591 1.737  C10 1.135
24 H 1.308 -2.603 -0.158  C1 1.075
25 H -2.668 -1.802 -1.790  Si15 1.519

# 2
Formula: C10H10S2
Source: the Open Molecules 2025 dataset
Level of theory: wB97M-V/def2-TZVPD

Computed properties:
spin multiplicity: 1
orbital gap (spin up / spin down): 7.09 / 6.06 eV

Bonds (Å) are listed after each position.
Cartesian coordinates (Å):
1 C 3.871 0.015 0.095  C2 1.411, C3 1.363, H13 1.122
2 C 3.009 1.128 0.192  C1 1.411, C4 1.374, H14 1.043
3 C 3.331 -1.236 0.093  C1 1.363, C5 1.395, H15 1.079
4 C 1.650 1.011 0.032  C2 1.374, C6 1.431, H16 1.098
5 C 1.948 -1.410 0.044  C3 1.395, C6 1.477, H17 1.097
6 C 1.020 -0.268 -0.091  C4 1.431, C5 1.477, C9 1.411
7 C -3.061 0.125 0.121  C8 1.609, C10 1.467, S11 1.724
8 C -1.533 0.469 -0.249  C7 1.609, C9 1.603, H18 1.027, H19 1.174
9 C -0.304 -0.527 -0.507  C6 1.411, C8 1.603, H20 1.158
10 C -4.183 1.069 0.134  C7 1.467, S12 1.681, H21 1.058
11 S -3.260 -1.588 0.119  C7 1.724, H22 1.305
12 S -5.805 0.660 -0.025  C10 1.681
13 H 4.981 0.003 0.262  C1 1.122
14 H 3.479 2.046 0.348  C2 1.043
15 H 4.060 -2.019 -0.041  C3 1.079
16 H 1.069 1.925 -0.150  C4 1.098
17 H 1.478 -2.344 0.374  C5 1.097
18 H -1.605 1.044 -1.098  C8 1.027
19 H -1.115 1.182 0.584  C8 1.174
20 H -0.619 -1.623 -0.711  C9 1.158
21 H -3.883 2.083 0.093  C10 1.058
22 H -4.529 -1.747 0.383  S11 1.305

E / hartree: -957.00014, -1183.26972
Strongest force on any atom / Eh/bohr: 0.0732, 0.0716